This record from the Open Molecules 2025 dataset describes a 3-piece molecular cluster, C4H17N2O2 overall. The level of theory is ωB97M-V with the def2-TZVPD basis set.

Geometry as ORCA input:
```
! RIJCOSX wB97M-V def2-TZVPD def2/J DEFGRID3
* xyz 2 2
C 0.46 -0.80 1.73
N 1.27 0.23 2.24
C 0.28 -0.87 0.21
N -0.41 0.43 -0.30
C -1.87 0.33 -0.13
C 1.58 -1.06 -0.60
H -0.51 -0.83 2.23
H 0.93 -1.80 1.90
H 1.26 0.40 3.25
H 2.25 0.16 2.03
H -0.38 -1.63 -0.16
H -0.13 0.62 -1.25
H -0.06 1.19 0.27
H -2.31 1.34 -0.12
H -2.05 0.06 0.90
H -2.53 -0.09 -0.89
H 1.83 -2.11 -0.64
H 2.43 -0.54 -0.13
H 1.56 -0.58 -1.57
H -0.19 -2.04 -2.46
H -1.06 -1.49 -3.41
O -0.88 -1.35 -2.47
H 0.17 3.86 0.00
H -1.28 3.41 -0.27
O -0.36 3.14 -0.36
*
```

Summary:
F_max   2.9 eV/A
E_tot   -421.8636 a.u.
LUMO (spin up / spin down)   -7.0 / -13.1 eV
<S²>   0.75
HOMO (spin up / spin down)   -18.82 / -18.82 eV


This record from the Open Molecules 2025 dataset describes a 4-piece molecular cluster, C4H17NO3 overall. The level of theory is ωB97M-V with the def2-TZVPD basis set.

Geometry as ORCA input:
```
! RIJCOSX wB97M-V def2-TZVPD def2/J DEFGRID3
* xyz -1 2
C 0.00 -1.75 -0.42
C 1.27 -1.42 -1.26
C 1.36 0.09 -1.47
C 2.26 0.51 -2.63
N 2.41 -1.81 -0.41
H 0.17 -2.75 0.00
H -0.07 -1.09 0.44
H -0.89 -1.70 -1.06
H 1.25 -2.03 -2.16
H 0.33 0.45 -1.55
H 1.77 0.54 -0.57
H 2.96 1.28 -2.28
H 3.01 -0.26 -2.85
H 1.72 0.88 -3.49
H 2.50 -2.81 -0.31
H 2.56 -1.28 0.42
H -3.47 4.01 0.58
H -4.24 3.70 1.94
O -4.16 3.49 1.01
H -0.81 5.46 0.63
H -1.21 6.17 -0.71
O -1.51 5.53 -0.05
H -0.88 -6.19 3.79
H -0.19 -4.89 3.58
O -0.70 -5.36 4.25
*
```

Summary:
F_max   2.9 eV/A
E_tot   -443.0089 a.u.
LUMO (spin up / spin down)   2.5 / 2.4 eV
<S²>   0.75
HOMO (spin up / spin down)   0.98 / -6.58 eV


This record from the Open Molecules 2025 dataset describes a 5-piece molecular cluster, C4H17NO6 overall. The level of theory is ωB97M-V with the def2-TZVPD basis set.

Geometry as ORCA input:
```
! RIJCOSX wB97M-V def2-TZVPD def2/J DEFGRID3
* xyz 0 1
C 1.71 0.10 -1.33
N 2.31 -0.93 -0.65
C 1.63 -0.33 1.64
C 1.73 -1.45 0.60
C 0.34 -2.08 0.35
O -0.08 -2.56 1.62
O 0.66 0.65 -1.06
H 2.36 0.49 -2.13
H 2.74 -1.58 -1.28
H 2.52 -0.20 2.25
H 0.77 -0.47 2.29
H 1.42 0.60 1.12
H 2.38 -2.25 0.93
H -0.38 -1.30 0.08
H 0.27 -2.97 -0.27
H -0.89 -2.16 1.98
H -2.56 -0.52 2.96
H -1.66 0.12 1.81
O -1.75 -0.61 2.46
H -2.70 1.05 -2.72
H -2.30 2.36 -2.00
O -2.74 1.50 -1.87
H -0.50 2.34 -1.94
H -0.09 3.68 -2.63
O -0.70 2.95 -2.66
H -0.76 0.93 0.10
H -2.21 1.27 -0.17
O -1.52 1.37 0.51
*
```

Summary:
F_max   2.2 eV/A
E_tot   -668.8117 a.u.
LUMO   0.5 eV
HOMO   -9.57 eV
Structure (SMILES)   C[C@@H](CO)NC=O.O.O.O.O


This record from the Open Molecules 2025 dataset describes a 10-piece molecular cluster, C4H18BO17 overall. The level of theory is ωB97M-V with the def2-TZVPD basis set.

Geometry as ORCA input:
```
! RIJCOSX wB97M-V def2-TZVPD def2/J DEFGRID3
* xyz -1 1
O 0.76 3.04 -0.82
C 0.18 1.95 -0.81
O -0.46 1.39 0.18
B -0.83 0.08 -0.27
O -0.49 -0.06 -1.69
C -0.04 1.09 -2.09
O 0.17 1.49 -3.26
O -2.26 -0.30 -0.24
C -2.54 -1.31 0.53
O -3.56 -1.90 0.86
C -1.16 -1.79 0.98
O -0.18 -0.96 0.56
O -0.88 -2.80 1.59
O 1.48 -3.67 2.98
H 0.76 -3.14 2.64
H 2.11 -3.04 3.31
O -3.75 -4.68 2.24
H -3.36 -3.86 1.94
H -4.04 -4.50 3.14
O 2.05 1.87 1.79
H 1.29 1.44 1.40
H 1.69 2.38 2.51
O -3.61 -4.12 -0.89
H -2.69 -4.03 -1.12
H -3.75 -3.47 -0.20
O 1.88 5.44 -2.90
H 2.15 4.66 -2.41
H 1.27 5.11 -3.56
O 2.87 4.86 1.73
H 2.05 4.66 1.29
H 3.34 4.02 1.75
O 2.01 -1.66 -2.36
H 2.70 -1.04 -2.12
H 1.22 -1.13 -2.45
O 0.81 -4.00 -1.59
H 1.56 -4.00 -2.18
H 0.69 -3.08 -1.35
O 0.28 4.98 0.68
H 0.22 5.79 0.17
H 0.04 4.29 0.06
*
```

Summary:
F_max   4.6 eV/A
E_tot   -1467.4893 a.u.
LUMO   1.8 eV
HOMO   -8.44 eV


This record from the Open Molecules 2025 dataset describes C4H18HgO6 as an isolated structure. The level of theory is ωB97M-V with the def2-TZVPD basis set.

Geometry as ORCA input:
```
! RIJCOSX wB97M-V def2-TZVPD def2/J DEFGRID3
* xyz -1 2
Hg 0.15 0.12 0.37
C -2.31 3.19 -0.22
C -2.82 1.98 0.61
O -1.96 0.90 0.83
H -1.38 3.52 0.25
H -2.89 4.11 -0.16
H -2.20 2.82 -1.24
H -3.66 1.62 0.03
H -3.18 2.36 1.57
C 1.37 -3.32 -1.36
C -0.10 -2.84 -1.48
O -0.22 -1.45 -1.33
H 2.06 -3.21 -2.20
H 1.29 -4.39 -1.21
H 1.86 -2.97 -0.45
H -0.83 -3.40 -0.90
H -0.46 -3.14 -2.47
O 1.20 1.69 1.76
H 2.13 1.74 1.57
H 1.09 2.19 2.57
O 0.63 1.77 -1.26
H 1.09 2.57 -1.52
H -0.07 1.67 -1.91
O 0.44 -1.56 2.01
H 0.50 -2.51 2.09
H 0.25 -1.25 2.89
O 2.38 -0.48 0.35
H 2.76 -1.06 -0.32
H 2.87 -0.68 1.14
*
```

Summary:
F_max   2.9 eV/A
E_tot   -767.9001 a.u.
LUMO (spin up / spin down)   3.1 / 3.1 eV
<S²>   0.75
HOMO (spin up / spin down)   -0.35 / -4.16 eV


This record from the Open Molecules 2025 dataset describes a 4-piece molecular cluster, C4H18N2O3 overall. The level of theory is ωB97M-V with the def2-TZVPD basis set.

Geometry as ORCA input:
```
! RIJCOSX wB97M-V def2-TZVPD def2/J DEFGRID3
* xyz 0 1
C 0.64 -0.18 -2.51
C -0.85 -0.43 -2.57
C -1.40 -0.59 -1.17
N -1.61 0.56 -0.26
C -1.45 0.18 1.17
N -0.24 0.77 1.77
H 0.88 0.75 -1.99
H 1.20 -0.03 -3.45
H 0.97 -1.06 -1.96
H -1.49 0.13 -3.27
H -0.95 -1.40 -3.08
H -0.77 -1.34 -0.67
H -2.46 -1.03 -1.19
H -0.95 1.34 -0.34
H -2.36 0.61 1.57
H -1.36 -0.91 1.28
H -0.48 1.01 2.75
H -0.23 1.75 1.50
H 0.83 -1.13 3.41
H 1.92 -1.64 2.51
O 1.78 -1.26 3.39
H 1.20 3.75 0.87
H 1.61 3.42 -0.53
O 0.84 3.43 0.04
H 1.40 -1.47 0.77
H 2.02 -2.79 1.25
O 1.32 -2.44 0.69
*
```

Summary:
F_max   2.5 eV/A
E_tot   -498.3672 a.u.
LUMO   0.5 eV
HOMO   -8.62 eV
Structure (SMILES)   CCCNCN.O.O.O